Version one
14
Properties=species:S:1:pos:R:3:mulliken_charge:R:1 method="wB97M-V/def2-TZVPD" mol_weight_g_mol=114.08 orbital_gap_ev="8.1 / 8.1"
C -1.7833 1.9584 -0.2230 0.271
C -0.6320 1.6825 0.0389 -0.538
C -0.4299 -1.5577 0.4286 -1.092
C 0.3680 -0.9856 -0.7231 -0.376
C 0.7345 1.5152 0.4242 -0.476
O 2.9368 -0.2395 0.2596 -0.641
P 1.6319 0.2209 -0.1814 0.562
H -2.7063 2.3429 -0.5757 0.442
H -1.0507 -0.8728 0.9452 0.310
H 0.3245 -1.7745 1.1649 0.351
H -1.0702 -2.4904 0.2232 0.305
H -0.4497 -0.4832 -1.1917 0.314
H 0.8789 -1.7934 -1.4754 0.313
H 1.2475 2.4774 0.8857 0.255

=====

Version two
14
Properties=species:S:1:pos:R:3:mulliken_charge:R:1 method="wB97M-V/def2-TZVPD" mol_weight_g_mol=114.08 orbital_gap_ev=8.3
C 1.0487 -0.5856 -2.2829 -0.050
C 0.2192 -0.1430 -1.5278 -0.453
C -1.9970 0.6509 -0.6115 -1.350
C 1.6991 -0.2888 1.5416 -0.908
C -0.5874 0.2075 -0.4079 0.342
O -0.9132 0.3292 2.3478 -0.649
P -0.0314 0.2392 1.1909 0.693
H 1.6893 -1.1443 -2.8749 0.442
H -2.4603 -0.2188 -1.0458 0.343
H -2.0762 1.5560 -1.1908 0.314
H -2.6110 0.7588 0.3618 0.302
H 2.4294 0.3082 0.9232 0.334
H 1.8202 -0.3921 2.5873 0.318
H 1.7706 -1.2772 0.9890 0.321

=====

Preferred: version two; penalty for the next structure: 62.6 kJ/mol.

=====

Version one
14
Properties=species:S:1:pos:R:3:mulliken_charge:R:1 method="wB97M-V/def2-TZVPD" mol_weight_g_mol=114.08 orbital_gap_ev=9.5
C -1.9561 0.2392 -0.6509 -0.198
C -2.9636 -0.1574 0.1440 -0.402
C -0.6360 0.1931 -0.5255 -0.235
C -4.0304 -0.1845 0.7377 -0.187
C 3.1846 -0.2184 -0.0670 -0.644
O 1.8435 0.1679 -0.1822 -0.211
P 0.6387 -0.5898 0.6366 -0.098
H -2.2127 0.7953 -1.5148 0.306
H 0.4613 0.6287 1.5032 0.047
H -0.1502 0.6839 -1.3541 0.341
H -4.8210 -0.4004 1.3447 0.458
H 3.3633 0.0166 0.9641 0.291
H 3.9204 0.1203 -0.7864 0.247
H 3.3584 -1.2944 -0.2494 0.283

=====

Version two
14
Properties=species:S:1:pos:R:3:mulliken_charge:R:1 method="wB97M-V/def2-TZVPD" mol_weight_g_mol=114.08 orbital_gap_ev=9.5
C -0.2587 -0.3478 -1.1959 0.527
C -1.2376 -1.0180 -2.2064 -0.269
C -0.5485 1.0894 -0.7641 -0.764
C 0.4265 1.2188 0.4147 -0.596
C 0.4564 -1.4414 1.4551 -0.998
O -0.1553 -0.5063 -2.6408 -0.197
P 1.2994 -0.4279 0.1623 0.015
H -0.3179 1.7941 -1.5684 0.310
H -1.5934 1.2419 -0.4828 0.264
H 1.1014 2.0692 0.3184 0.385
H -0.0763 1.2780 1.3794 0.347
H 0.9656 -1.2902 2.4083 0.325
H 0.5315 -2.4916 1.1790 0.316
H -0.5930 -1.1684 1.5414 0.335

=====

Preferred: version one; penalty for the next structure: 37.4 kJ/mol.

=====

Version one
12
Properties=species:S:1:pos:R:3:mulliken_charge:R:1 method="wB97M-V/def2-TZVPD" mol_weight_g_mol=224.99 orbital_gap_ev="7.9 / 7.9"
C -1.3413 0.4398 0.0466 -0.257
C -2.0472 -1.9476 0.1652 0.808
C 0.9601 0.3490 -0.7612 -0.092
C 1.9315 0.5855 0.3239 -0.935
N -0.2226 0.6403 -0.4297 -0.091
O -2.8347 -1.9496 0.9910 -0.365
O -1.2668 -2.1324 -0.6552 -0.395
I -2.8171 1.7543 0.4317 0.125
H 1.1830 0.4269 -1.8218 0.335
H 2.6717 -0.2669 0.3539 0.298
H 1.4964 0.4868 1.2758 0.321
H 2.2869 1.6137 0.0798 0.248

=====

Version two
12
Properties=species:S:1:pos:R:3:mulliken_charge:R:1 method="wB97M-V/def2-TZVPD" smiles="Cc1cn(I)oc1=O" mol_weight_g_mol=224.99 orbital_gap_ev=8.3
C -0.2121 -0.1870 1.0828 -0.534
C -0.2452 0.1330 -0.1788 0.510
C 1.1700 0.1773 -0.6692 0.551
C -1.4038 0.3635 -1.1175 -1.032
N 1.2612 -0.0974 1.5668 -0.307
O 1.6409 0.4534 -1.7362 -0.560
O 1.9808 0.0085 0.4240 -0.136
I 1.7123 -1.7937 2.7523 0.177
H -0.8481 -0.5407 1.7890 0.481
H -1.4300 1.5015 -1.4344 0.251
H -2.3444 0.2303 -0.4775 0.297
H -1.2815 -0.2486 -2.0011 0.303

=====

Preferred: version one; penalty for the next structure: 44.9 kJ/mol.

=====

Version one
13
Properties=species:S:1:pos:R:3:mulliken_charge:R:1 method="wB97M-V/def2-TZVPD" mol_weight_g_mol=117.26 orbital_gap_ev="6.0 / 6.0"
C -0.0575 -0.1754 -0.3521 0.491
C 0.0218 -0.3236 1.1082 -0.496
N -1.4058 -0.5138 -0.5512 -0.252
O 0.6875 0.3642 -1.1888 -0.386
Si -1.7014 -0.8447 1.1555 0.240
Si 2.1468 1.3527 -1.5022 -0.118
H 1.0160 -0.8237 1.5015 0.329
H 0.1132 0.7819 1.5723 0.265
H -1.9188 -0.0200 -1.3518 0.306
H -2.1951 -2.3319 1.5392 -0.059
H -2.4446 0.2438 1.6862 -0.073
H 2.4380 1.0800 -2.8856 -0.123
H 3.2999 1.2105 -0.7311 -0.123

=====

Version two
13
Properties=species:S:1:pos:R:3:mulliken_charge:R:1 method="wB97M-V/def2-TZVPD" smiles="O=C1C[SiH2][SiH2]N1" mol_weight_g_mol=117.26 orbital_gap_ev=9.8
C 1.7795 0.0002 -0.0726 0.444
C 0.8318 1.0206 0.6676 -0.741
N 1.1850 -1.2300 -0.2465 -0.195
O 2.9103 0.2576 -0.2323 -0.540
Si -0.7909 0.9214 -0.3017 0.260
Si -0.4986 -1.4914 0.1906 0.296
H 0.7958 0.5801 1.5959 0.399
H 1.4069 2.0413 0.6485 0.301
H 1.7175 -2.0168 -0.5316 0.247
H -1.8902 1.5049 0.5740 -0.112
H -0.9956 1.7201 -1.5399 -0.097
H -1.0578 -2.7087 -0.3909 -0.160
H -0.4186 -1.6821 1.5765 -0.103

=====

Preferred: version two; penalty for the next structure: 268.6 kJ/mol.